Computed, not measured: a gas-phase ion, C2H6N3 (charge +1) in a non-equilibrium geometry, with ωB97M-V/def2-TZVPD.

Computed properties:
Multiplicity ... 1
Total charge ... +1
Electronic energy ... -6630.786 eV
ΔE to the lowest compared entry with this formula, charge and spin ... 4.301 eV
Kohn-Sham gap ... 10.9 eV
Highest occupied orbital energy ... -0.605 hartree

Geometry (Å):
C  0.8499  -0.9113  0.6577
C  -0.1134  0.2871  0.5180
N  -0.3119  0.7905  -0.7939
N  -1.2655  0.5375  -1.4667
N  -2.2057  0.4273  -2.0182
H  1.7571  -0.8476  0.2680
H  0.7902  -0.8759  1.7343
H  0.5873  -1.9125  0.3124
H  -1.0626  0.0655  0.9974
H  0.3781  1.1062  0.9643
H  0.5966  1.3331  -1.1732